Record 1
Computed, not measured: 2 unconnected molecules or ions with the total composition C5H10O, with wB97M-V/def2-TZVPD.

Last column: natural (NBO) charge in e.
Element x y z (Å)
O: -1.032 2.200 1.500  -0.651
C: 0.131 1.861 2.009  0.098
C: 0.342 0.538 -0.358  -0.391
C: 1.241 -0.626 -0.782  -0.402
C: -0.015 -1.489 -0.998  -0.390
C: -0.799 -0.509 -0.087  -0.436
H: -1.591 1.474 1.153  0.473
H: 0.783 1.249 0.366  0.207
H: 0.179 0.750 2.159  0.058
H: 0.038 1.170 -1.197  0.208
H: 1.819 -0.999 0.071  0.202
H: 1.905 -0.451 -1.629  0.207
H: -0.361 -1.458 -2.036  0.202
H: 0.033 -2.535 -0.684  0.206
H: -0.855 -0.900 0.938  0.205
H: -1.818 -0.278 -0.426  0.204

Output
Energy above the lowest of the compared OMol25 structures with the same formula, charge and spin   4.614 eV
Maximum force   0.70 eV/A
HOMO   -0.317 hartree
HOMO-LUMO gap   0.345 Ha
Lowest unoccupied orbital energy   0.8 eV

=====

Record 2
Computed, not measured: a molecular structure, C66H55N3P3PtSSi in a non-equilibrium geometry, with wB97M-V/def2-TZVPD.

Last column: Mulliken charge in e.
Element x y z (Å)
Pt: 0.256 0.669 0.378  2.775
C: -1.716 2.927 5.932  -0.780
C: -0.336 2.816 5.970  -0.596
C: 0.328 2.037 5.031  -0.859
C: -0.386 1.364 4.047  0.662
C: -1.774 1.500 4.003  -0.234
C: -2.435 2.269 4.942  -0.600
P: 0.365 0.263 2.791  1.583
C: 2.007 -0.084 3.512  0.176
C: 2.945 0.943 3.390  -0.342
C: 4.207 0.825 3.942  -0.546
C: 4.571 -0.347 4.591  -0.897
C: 3.667 -1.394 4.674  -0.678
C: 2.389 -1.260 4.147  -1.073
C: -0.620 -1.250 3.088  0.107
C: -0.746 -1.800 4.364  -0.588
C: -1.453 -2.971 4.555  -0.919
C: -2.056 -3.598 3.468  -1.094
C: -1.979 -3.026 2.212  0.075
C: -1.279 -1.831 2.002  0.032
Si: -1.332 -0.919 0.353  0.038
C: -1.142 -2.261 -0.963  0.743
C: -2.305 -2.858 -1.473  0.007
C: -2.270 -3.960 -2.310  -1.055
C: -1.050 -4.512 -2.669  -0.896
C: 0.112 -3.925 -2.214  -0.790
C: 0.077 -2.802 -1.382  0.615
P: 1.745 -2.187 -1.030  1.411
C: 2.553 -3.520 -0.122  0.592
C: 1.786 -4.120 0.880  -0.390
C: 2.354 -5.045 1.739  -0.722
C: 3.695 -5.381 1.608  -0.698
C: 4.468 -4.779 0.628  -1.186
C: 3.902 -3.843 -0.227  -0.459
C: 2.404 -2.026 -2.713  0.644
C: 3.364 -2.819 -3.327  -0.812
C: 3.776 -2.542 -4.625  -0.912
C: 3.228 -1.474 -5.316  -0.741
C: 2.254 -0.688 -4.714  -0.426
C: 1.846 -0.961 -3.423  -0.824
C: -3.042 -0.158 0.142  0.831
C: -4.279 -0.802 0.272  -0.505
C: -5.447 -0.174 -0.115  -0.910
C: -5.407 1.108 -0.660  -1.025
C: -4.205 1.781 -0.747  -0.163
C: -3.036 1.165 -0.300  -0.495
P: -1.422 1.993 -0.203  1.289
C: -1.205 2.685 -1.884  0.712
C: -0.975 1.837 -2.965  -0.489
C: -0.792 2.357 -4.232  -0.576
C: -0.819 3.734 -4.435  -0.934
C: -1.057 4.585 -3.369  -0.662
C: -1.257 4.056 -2.098  -0.675
C: -1.609 3.366 0.941  1.144
C: -2.850 3.874 1.356  -0.739
C: -2.990 4.786 2.380  -1.182
C: -1.826 5.143 3.082  -0.887
C: -0.598 4.687 2.721  -1.001
C: -0.412 3.842 1.574  0.504
H: -2.233 3.524 6.671  0.402
H: 0.231 3.322 6.739  0.454
H: 1.404 1.937 5.096  0.366
H: -2.350 0.994 3.235  0.082
H: -3.511 2.359 4.897  0.458
H: 2.682 1.843 2.844  0.124
H: 4.917 1.634 3.844  0.467
H: 5.560 -0.447 5.017  0.436
H: 3.949 -2.319 5.158  0.447
H: 1.702 -2.092 4.221  0.489
H: -0.290 -1.306 5.214  0.580
H: -1.537 -3.398 5.544  0.435
H: -2.604 -4.519 3.612  0.498
H: -2.476 -3.517 1.384  0.541
H: -3.271 -2.450 -1.218  0.512
H: -3.192 -4.386 -2.679  0.462
H: -1.000 -5.380 -3.312  0.465
H: 1.061 -4.346 -2.524  0.420
H: 0.738 -3.868 0.997  -0.017
H: 1.749 -5.503 2.509  0.510
H: 4.136 -6.109 2.275  0.418
H: 5.517 -5.021 0.538  0.457
H: 4.544 -3.334 -0.933  0.501
H: 3.782 -3.679 -2.826  0.504
H: 4.524 -3.167 -5.093  0.460
H: 3.552 -1.260 -6.325  0.424
H: 1.815 0.141 -5.252  0.465
H: 1.099 -0.331 -2.950  0.156
H: -4.338 -1.803 0.679  0.514
H: -6.394 -0.687 -0.016  0.470
H: -6.317 1.583 -1.000  0.429
H: -4.178 2.784 -1.154  0.563
H: -0.943 0.764 -2.807  0.198
H: -0.630 1.691 -5.069  0.515
H: -0.671 4.137 -5.428  0.409
H: -1.106 5.654 -3.525  0.514
H: -1.485 4.706 -1.263  0.311
H: -3.745 3.524 0.866  0.378
H: -3.962 5.132 2.689  0.408
H: -1.901 5.766 3.964  0.385
H: 0.271 4.956 3.305  0.419
H: 0.368 3.091 1.705  -0.930
C: 3.891 6.969 -1.245  -1.476
C: 2.682 6.265 -0.715  0.730
C: 1.520 6.896 -0.370  -1.511
C: 0.484 6.101 0.183  1.638
N: 0.643 4.795 0.376  0.590
C: 1.723 4.115 -0.112  -0.372
S: 1.894 2.494 -0.320  -0.493
N: 2.751 4.912 -0.576  0.105
C: -0.808 6.788 0.532  -1.682
H: 3.709 8.036 -1.321  0.386
H: 4.154 6.586 -2.232  0.369
H: 4.739 6.801 -0.577  0.357
H: 1.395 7.957 -0.493  0.492
H: 3.561 4.397 -0.899  0.323
H: -1.002 7.532 -0.238  0.569
H: -0.692 7.305 1.488  0.421
H: -1.649 6.107 0.636  0.173
N: 1.852 -0.812 -0.209  0.539
C: 3.253 -0.487 -0.083  0.603
C: 3.897 0.245 -1.082  0.079
C: 5.256 0.504 -1.011  -1.010
C: 6.001 0.028 0.059  -1.202
C: 5.369 -0.703 1.054  -0.929
C: 4.008 -0.957 0.986  -0.971
H: 3.326 0.595 -1.931  0.507
H: 5.735 1.066 -1.802  0.512
H: 7.063 0.219 0.115  0.436
H: 5.935 -1.086 1.891  0.579
H: 3.524 -1.536 1.759  0.564

Output
Total charge   +1
Energy above the lowest of the compared OMol25 structures with the same formula, charge and spin   0.000 eV
Maximum force   2.76 eV/A
HOMO   -0.319 hartree
HOMO-LUMO gap   0.220 Ha
Lowest unoccupied orbital energy   -2.7 eV

=====

Record 3
Computed, not measured: C3H5N3 in the gas phase, with wB97M-V/def2-TZVPD.

Last column: natural (NBO) charge in e.
Element x y z (Å)
C: 0.937 -0.192 0.923  -0.406
N: -0.070 -0.593 -0.097  -0.421
C: 0.100 -0.120 -1.404  0.161
N: -0.792 0.757 -1.722  -0.269
N: -1.640 0.910 -0.621  -0.285
C: -1.224 0.076 0.266  0.181
H: 1.210 0.857 0.744  0.203
H: 1.805 -0.838 0.890  0.212
H: 0.487 -0.237 1.921  0.213
H: 0.838 -0.495 -2.107  0.210
H: -1.658 -0.116 1.237  0.202

Output
Energy above the lowest of the compared OMol25 structures with the same formula, charge and spin   1.638 eV
Maximum force   0.57 eV/A
HOMO   -0.377 hartree
HOMO-LUMO gap   0.403 Ha
Lowest unoccupied orbital energy   0.7 eV

=====

Record 4
Computed, not measured: a molecular structure, C56H62As2FeN2O3P2 in a non-equilibrium geometry, with wB97M-V/def2-TZVPD.

Last column: Mulliken spin population.
Element x y z (Å)
Fe: -0.510 1.500 0.141  3.540
O: -3.870 3.660 0.069  0.008
C: -3.673 2.449 -0.022  -0.033
O: -2.605 1.899 -0.445  -0.049
C: -4.758 1.474 0.344  0.008
C: -6.075 1.910 0.417  -0.001
C: -7.089 1.012 0.680  0.000
C: -6.777 -0.324 0.880  0.000
C: -5.465 -0.755 0.835  0.000
C: -4.430 0.140 0.570  0.024
P: -2.669 -0.426 0.477  0.144
C: -2.873 -1.251 -1.161  -0.073
C: -2.268 -0.627 -2.249  -0.011
C: -2.434 -1.123 -3.531  0.004
C: -3.188 -2.266 -3.742  0.000
C: -3.780 -2.900 -2.664  0.000
C: -3.638 -2.391 -1.384  -0.004
C: -2.887 -1.759 1.743  0.010
C: -2.549 -3.099 1.616  -0.002
C: -2.716 -3.972 2.680  -0.001
C: -3.182 -3.516 3.901  0.001
C: -3.481 -2.170 4.054  -0.002
C: -3.332 -1.309 2.988  -0.006
H: -6.270 2.959 0.248  0.000
H: -8.118 1.338 0.723  0.000
H: -7.564 -1.039 1.075  0.000
H: -5.256 -1.801 1.012  0.000
H: -1.675 0.264 -2.078  0.029
H: -1.965 -0.628 -4.371  0.000
H: -3.315 -2.663 -4.740  0.000
H: -4.370 -3.793 -2.816  0.000
H: -4.130 -2.894 -0.566  0.000
H: -2.183 -3.465 0.667  0.000
H: -2.486 -5.021 2.558  0.000
H: -3.311 -4.200 4.728  0.000
H: -3.851 -1.805 5.002  0.000
H: -3.588 -0.264 3.104  0.001
C: 3.625 1.329 2.854  0.004
C: 4.410 0.642 1.778  0.010
C: 5.611 0.033 2.117  -0.003
C: 6.362 -0.659 1.185  0.003
C: 5.905 -0.745 -0.118  -0.001
C: 4.713 -0.142 -0.471  0.005
C: 3.957 0.576 0.456  0.037
P: 2.319 1.310 0.026  0.052
C: 2.257 0.897 -1.790  -0.055
C: 1.320 -0.108 -2.026  -0.010
C: 1.096 -0.626 -3.285  0.006
C: 1.808 -0.123 -4.357  -0.001
C: 2.728 0.886 -4.144  0.000
C: 2.976 1.408 -2.879  -0.006
C: 4.005 2.489 -2.769  0.002
C: 2.694 3.095 0.166  0.039
C: 3.970 3.621 0.036  -0.028
C: 4.179 4.986 -0.048  0.034
C: 3.077 5.841 -0.042  -0.015
C: 1.816 5.347 0.182  0.038
C: 1.594 3.969 0.422  -0.103
C: 0.391 3.507 0.991  0.282
H: 4.265 2.007 3.417  0.000
H: 3.224 0.589 3.547  0.001
H: 2.794 1.896 2.439  0.007
H: 5.957 0.091 3.138  0.000
H: 7.290 -1.127 1.478  0.000
H: 6.478 -1.289 -0.854  0.000
H: 4.358 -0.236 -1.487  0.001
H: 0.728 -0.472 -1.186  0.048
H: 0.361 -1.402 -3.431  0.000
H: 1.642 -0.497 -5.357  0.000
H: 3.280 1.278 -4.988  0.000
H: 4.441 2.704 -3.743  -0.001
H: 4.808 2.188 -2.100  0.000
H: 3.562 3.400 -2.375  -0.002
H: 4.817 2.950 -0.006  0.001
H: 5.181 5.380 -0.140  0.003
H: 3.230 6.904 -0.167  -0.001
H: 0.974 6.020 0.272  -0.001
H: -0.366 4.255 1.194  -0.020
H: 0.508 2.774 1.787  -0.055
C: 0.656 -3.442 2.523  0.001
As: 0.752 -2.350 0.873  0.033
C: 2.716 -2.477 0.758  0.001
C: 0.441 -3.669 -0.630  0.002
C: 0.988 -5.011 -0.361  0.000
C: 2.246 -5.382 -0.828  0.000
C: 2.787 -6.608 -0.493  0.000
C: 2.087 -7.482 0.321  0.000
C: 0.820 -7.140 0.763  0.000
C: 0.271 -5.921 0.411  0.000
H: 0.726 -4.504 2.303  0.000
H: -0.258 -3.251 3.079  0.000
H: 1.502 -3.172 3.153  0.000
H: 3.043 -3.506 0.905  0.001
H: 3.186 -1.852 1.517  0.000
H: 3.046 -2.133 -0.220  0.000
H: 0.933 -3.217 -1.495  0.001
H: -0.630 -3.713 -0.833  0.001
H: 2.796 -4.704 -1.467  0.000
H: 3.761 -6.887 -0.870  0.000
H: 2.519 -8.433 0.597  0.000
H: 0.261 -7.828 1.382  0.000
H: -0.730 -5.657 0.728  0.000
C: -2.817 2.521 3.350  -0.001
C: -1.638 1.644 3.525  0.012
N: -0.951 1.057 2.574  0.020
C: 0.055 0.365 3.184  0.024
C: -0.020 0.544 4.530  -0.002
N: -1.100 1.358 4.737  0.001
H: -3.069 2.568 2.295  0.005
H: -2.604 3.531 3.700  0.000
H: -3.671 2.140 3.912  0.000
H: 0.758 -0.201 2.600  -0.005
H: 0.584 0.184 5.335  0.000
H: -1.434 1.687 5.627  -0.001
C: 0.172 5.078 -2.958  0.002
As: -0.818 3.394 -2.971  0.012
C: -2.700 3.837 -2.791  -0.003
C: -0.640 2.687 -4.793  0.004
O: -0.135 2.334 -1.948  0.036
H: -0.197 5.732 -3.744  0.000
H: 1.230 4.864 -3.112  0.000
H: 0.056 5.559 -1.988  -0.001
H: -2.940 4.669 -3.450  0.000
H: -2.927 4.101 -1.757  0.000
H: -3.295 2.965 -3.062  -0.001
H: -0.795 3.472 -5.530  0.000
H: -1.385 1.904 -4.938  0.000
H: 0.354 2.257 -4.911  0.000

Output
2S+1   5
Maximum force   2.23 eV/A
HOMO (alpha / beta)   -0.219 / -0.231 hartree
HOMO-LUMO gap (alpha / beta)   0.239 / 0.251 Ha
Lowest unoccupied orbital energy (alpha / beta)   0.5 / 0.5 eV